DFT (the ωB97M-V functional and the def2-TZVPD basis) results for 2 unconnected molecules or ions with the total composition C5H11NS.

The geometry in XYZ format:
```
18
Properties=species:S:1:pos:R:3
C 1.450 0.701 2.662
C 0.738 -0.209 2.010
N 1.267 -1.418 1.490
C 2.206 -1.333 0.653
H 2.533 0.728 2.663
H 0.955 1.558 3.098
H -0.328 -0.071 1.876
H 2.575 -2.234 0.169
H 2.727 -0.398 0.419
C -1.197 -1.141 -1.864
C -0.507 0.183 -1.570
S -1.796 1.422 -1.197
H -1.837 -1.102 -2.741
H -1.820 -1.412 -1.009
H -0.431 -1.911 -1.961
H 0.140 0.089 -0.702
H 0.056 0.550 -2.424
H -1.165 2.568 -1.491
```

* charge: 0
* SMILES: C=CN=C.CCS


DFT (the ωB97M-V functional and the def2-TZVPD basis) results for a molecular structure, C3H4LiO3Pb in a non-equilibrium geometry.

The geometry in XYZ format:
```
12
Properties=species:S:1:pos:R:3
O -1.238 -1.552 0.729
C -0.233 -0.814 0.716
C 1.020 0.076 -2.305
O -0.186 0.288 1.358
O 0.641 -0.999 -0.254
C 1.118 0.097 -0.973
H 1.682 0.732 -2.873
H 0.144 -0.290 -2.842
H 1.748 0.777 -0.396
H -3.177 0.066 3.735
Li 0.529 1.977 0.665
Pb -2.048 -0.358 2.442
```

* charge: +1


DFT (the ωB97M-V functional and the def2-TZVPD basis) results for a molecular structure, C8H32BrN16O8Y in a non-equilibrium geometry.

The geometry in XYZ format:
```
66
Properties=species:S:1:pos:R:3
Y -0.100 -0.215 1.045
Br -0.412 -1.627 4.831
C -2.012 -1.620 -3.886
O -1.601 -1.218 -2.764
N -2.523 -2.816 -4.028
N -2.062 -0.875 -4.929
H -2.420 -3.225 -4.946
H -2.415 -3.385 -3.201
H -1.935 0.126 -4.895
H -2.300 -1.239 -5.841
C -4.344 2.060 2.866
O -3.525 1.454 2.177
N -4.373 2.243 4.131
N -5.430 2.570 2.422
H -3.905 1.568 4.719
H -5.141 2.745 4.553
H -5.520 2.526 1.417
H -6.066 3.118 2.983
C 2.666 -4.661 -0.084
O 1.943 -3.774 0.345
N 3.871 -4.750 0.262
N 2.238 -5.341 -1.078
H 4.483 -5.277 -0.345
H 4.288 -4.162 0.969
H 1.247 -5.220 -1.231
H 2.805 -6.051 -1.520
C 0.690 4.407 3.701
O 0.488 3.334 3.104
N -0.128 4.982 4.536
N 1.652 5.199 3.342
H -0.022 5.897 4.949
H -0.955 4.422 4.690
H 1.682 6.161 3.649
H 2.128 4.912 2.499
C -4.379 -3.486 0.720
O -3.365 -2.902 0.954
N -5.530 -3.108 0.235
N -4.455 -4.800 0.919
H -6.131 -3.893 0.030
H -5.741 -2.180 -0.103
H -3.742 -5.275 1.455
H -5.407 -5.134 0.959
C 4.723 -0.136 2.517
O 3.664 0.198 2.056
N 5.952 0.270 2.179
N 4.808 -1.042 3.468
H 6.068 0.942 1.434
H 6.692 -0.278 2.593
H 3.966 -1.091 4.023
H 5.705 -1.301 3.853
C -0.484 3.881 -2.235
O -0.590 2.967 -1.432
N 0.412 4.700 -2.300
N -1.331 4.099 -3.182
H 1.250 4.510 -1.769
H 0.309 5.605 -2.736
H -1.238 4.906 -3.782
H -2.179 3.552 -3.213
C 3.239 -0.372 -3.421
O 2.744 -0.296 -2.291
N 4.038 0.484 -3.864
N 3.059 -1.333 -4.326
H 4.176 1.234 -3.202
H 4.729 0.329 -4.584
H 3.328 -1.057 -5.259
H 2.718 -2.264 -4.134
```

* charge: +2


Energy above the lowest of the compared OMol25 structures with the same formula, charge and spin per entry: 34.5, 107.7, 453.4 kcal/mol